{
  "formula": "C8B2BaO16",
  "method": "the ωB97M-V functional and the def2-TZVPD basis",
  "species": ["Ba", "O", "C", "O", "B", "O", "C", "O", "O", "C", "O", "C", "O", "O", "O", "C", "O", "B", "O", "C", "O", "O", "C", "O", "C", "O", "O"],
  "coordinates": [[6.92190, 22.20530, -8.65213], [4.83641, 28.72675, -7.28377], [4.42114, 27.48363, -7.23116], [5.06680, 26.38575, -6.80593], [4.22984, 25.19455, -7.04958], [2.90665, 25.78110, -7.55733], [2.95808, 27.07476, -7.75244], [2.16658, 27.85802, -8.31602], [4.02592, 24.49016, -5.73611], [4.39917, 23.26403, -5.79923], [4.22801, 22.41916, -4.91034], [4.91965, 23.05284, -7.26386], [5.00229, 24.22275, -7.82391], [5.34402, 21.99154, -7.76973], [8.45880, 22.87072, -7.80018], [8.60538, 24.07064, -8.14373], [7.61145, 24.92044, -7.96193], [7.96834, 26.32195, -8.32517], [9.40624, 26.17014, -8.62498], [9.77383, 24.91027, -8.58074], [10.86629, 24.34588, -8.80718], [7.27393, 26.87325, -9.51649], [6.71413, 28.05012, -9.12448], [6.15117, 28.98324, -9.84116], [7.02481, 28.27481, -7.72402], [7.83314, 27.36175, -7.23361], [6.61415, 29.23698, -7.07108]],
  "atomic_forces_ev_per_a": [[3.2, -5.1, -15.4], [-8.1, -8.8, 1.0], [-0.2, 7.1, -0.8], [-0.3, 0.1, -0.7], [-1.5, 4.0, 2.3], [0.6, -2.9, 0.0], [0.2, 3.8, -1.9], [2.5, -3.5, 2.4], [-0.1, 0.9, -1.1], [-1.7, -2.7, 2.7], [1.3, 1.6, -3.0], [-1.5, 1.2, 2.2], [-0.3, -2.9, -1.5], [-13.1, -0.4, 7.7], [10.3, 6.0, 4.7], [-0.7, 3.0, 2.8], [-0.1, -2.6, -0.1], [0.6, 3.3, 0.1], [1.0, -1.7, -0.2], [4.2, -1.4, -1.2], [-3.2, 2.1, 0.6], [-0.6, -0.2, 0.9], [-2.2, 4.9, -4.9], [2.9, -5.8, 3.1], [0.0, 5.0, 3.4], [0.5, -3.5, -1.2], [6.1, -1.4, -1.8]],
  "lowdin_charge": [2.4417, 0.0604, -0.1816, 0.2179, -0.7442, 0.2069, -0.3321, 0.1278, 0.2730, -0.3574, 0.1554, -0.3207, 0.2424, -0.4758, -0.4309, -0.3666, 0.2061, -0.7868, 0.2798, -0.3347, 0.1482, 0.2186, -0.2832, 0.1061, -0.4405, 0.2337, 0.1365],
  "homo_lumo_gap_ev": 5.061,
  "de_lowest_kcal_mol": 313.7,
  "e_lumo_ev": -3.07,
  "mol_weight_g_mol": 511.02
}


{
  "formula": "C6H12O",
  "method": "the ωB97M-V functional and the def2-TZVPD basis",
  "species": ["O", "C", "C", "C", "C", "H", "H", "H", "H", "H", "H", "H", "H", "C", "C", "H", "H", "H", "H"],
  "coordinates": [[-0.65017, -1.00126, -0.80275], [-0.37289, 0.24187, -1.39514], [-0.00064, 1.34828, -0.43787], [0.87890, 2.44005, -0.97420], [1.42164, 1.47301, 0.03851], [0.03536, -1.24037, -0.16100], [0.42743, 0.14232, -2.14622], [-1.29137, 0.51349, -1.92628], [-0.77721, 1.64014, 0.26794], [1.21784, 2.33450, -2.00248], [0.69232, 3.46560, -0.67135], [2.14268, 0.73121, -0.29809], [1.59661, 1.84095, 1.04564], [-0.32707, -2.64654, 1.74213], [-1.45336, -2.01015, 1.43621], [-0.10615, -3.63010, 1.33473], [0.41722, -2.20584, 2.40062], [-1.66887, -1.00867, 1.80161], [-2.18228, -2.42847, 0.74799]],
  "atomic_forces_ev_per_a": [[0.2, -0.1, 0.0], [0.1, 0.3, -0.3], [-0.1, -0.1, 0.0], [0.0, 0.2, -0.1], [0.1, -0.1, 0.1], [-0.2, 0.2, -0.2], [-0.1, 0.1, 0.1], [0.1, 0.0, 0.0], [0.1, -0.1, -0.1], [0.0, 0.0, 0.2], [0.0, -0.2, 0.0], [-0.1, 0.1, 0.0], [-0.1, -0.1, -0.2], [-0.2, 0.0, 0.1], [0.1, -0.2, 0.2], [0.0, 0.1, 0.1], [-0.1, -0.1, 0.0], [0.0, -0.2, 0.1], [0.1, 0.0, 0.2]],
  "nbo_charge": [-0.7230, -0.0542, -0.2618, -0.4146, -0.4279, 0.4807, 0.1515, 0.1815, 0.2155, 0.2121, 0.2175, 0.2108, 0.2179, -0.4531, -0.3417, 0.1975, 0.1936, 0.1930, 0.2048],
  "homo_lumo_gap_ev": 10.789,
  "de_lowest_kcal_mol": 55.4,
  "smiles": "OCC1CC1.C=C",
  "e_lumo_ev": 1.07,
  "mol_weight_g_mol": 100.16
}


{
  "formula": "C29H23Cl3CrIN3O8",
  "method": "the ωB97M-V functional and the def2-TZVPD basis",
  "species": ["Cr", "O", "C", "C", "N", "C", "C", "O", "O", "C", "C", "O", "O", "H", "H", "H", "H", "H", "H", "H", "H", "H", "Cl", "C", "C", "C", "I", "C", "O", "C", "N", "C", "C", "C", "C", "H", "H", "H", "H", "Cl", "C", "C", "C", "C", "C", "Cl", "C", "N", "C", "C", "C", "C", "C", "C", "C", "C", "O", "O", "H", "H", "H", "H", "H", "H", "H", "H", "H", "H"],
  "coordinates": [[0.62832, -1.85849, -0.83586], [0.52670, -3.24005, -2.36684], [-0.70709, -4.01174, -2.72794], [-0.93716, -4.95924, -1.54438], [-1.01230, -4.23991, -0.30273], [-0.29692, -4.92197, 0.77565], [0.21589, -3.69723, 1.51642], [0.07080, -3.63450, 2.72906], [0.76097, -2.70115, 0.83850], [-2.24467, -3.69457, 0.02400], [-2.30512, -2.16520, -0.38477], [-3.41738, -1.75511, -0.14932], [-1.35889, -1.48865, -0.93813], [1.29126, -3.75353, -2.56717], [-0.53689, -4.58850, -3.63280], [-1.51398, -3.27086, -2.88949], [-0.11323, -5.69826, -1.46830], [-1.87660, -5.52826, -1.72834], [0.55040, -5.49585, 0.32051], [-0.97499, -5.53053, 1.38330], [-2.42281, -3.75354, 1.12213], [-3.02412, -4.30046, -0.42696], [4.76983, 1.31189, -5.49618], [4.09645, 0.22219, -4.30741], [4.73542, -1.01592, -3.87087], [4.16464, -1.86203, -2.96441], [4.65790, -3.92557, -2.56383], [3.02908, -1.54532, -2.23058], [2.58515, -2.09097, -1.17075], [2.26233, -0.48029, -2.85327], [1.00802, -0.26874, -2.32100], [0.16024, 0.67885, -2.72693], [0.59386, 1.66964, -3.69437], [1.81728, 1.50500, -4.25744], [2.71083, 0.46827, -3.85601], [5.73977, -1.31013, -4.23300], [-0.83631, 0.65735, -2.29850], [-0.06287, 2.55240, -3.84932], [2.25649, 2.12582, -5.05204], [1.38336, 5.15701, 0.27018], [-0.29470, 5.06017, 0.49375], [-1.15438, 5.52648, -0.46376], [-2.50529, 5.60168, -0.20449], [-2.96510, 5.46586, 1.14675], [-2.12420, 4.94974, 2.12322], [-2.82184, 4.67918, 3.71039], [-0.82276, 4.45688, 1.72428], [-0.29869, 3.30193, 2.24794], [-0.44497, 2.63299, 3.46587], [-0.01002, 3.25210, 4.67168], [-0.25343, 2.58253, 5.85354], [-0.55516, 1.19851, 5.87342], [-0.56518, 0.51947, 4.62222], [-0.63878, 1.21685, 3.44327], [-0.83913, 0.42102, 2.15758], [0.28450, 0.58450, 1.04348], [0.61941, 1.76733, 0.64417], [0.74856, -0.41608, 0.48236], [-0.71293, 5.85662, -1.36263], [-3.27463, 5.88962, -0.90156], [-3.98814, 5.79648, 1.37924], [0.12491, 2.56296, 1.45185], [0.28712, 4.31182, 4.76963], [-0.16749, 3.10545, 6.77467], [-0.54752, 0.60344, 6.76903], [-0.73663, -0.55969, 4.63300], [-1.83742, 0.73893, 1.78119], [-0.87982, -0.66865, 2.39912]],
  "atomic_forces_ev_per_a": [[0.5, 2.1, -0.8], [-2.6, -0.2, -0.8], [1.1, 0.6, 1.2], [-0.7, -0.1, -0.5], [2.2, -2.9, -1.1], [0.4, 1.3, -1.2], [1.2, 1.4, 0.9], [0.0, -0.2, 0.2], [-0.7, -3.4, 1.4], [0.2, 1.5, 0.7], [-0.9, -1.1, 0.1], [-1.4, 1.4, 0.1], [0.5, -1.2, 0.4], [1.2, -0.5, -0.1], [0.2, 0.2, -0.2], [0.6, -0.4, 0.3], [-0.4, 0.5, -0.4], [0.2, 0.0, -0.1], [-0.7, 0.4, 0.7], [0.4, -0.1, 0.2], [0.2, 0.3, -0.6], [-0.7, 0.4, -0.4], [0.3, -0.3, 0.1], [-1.7, -1.8, 1.6], [1.0, 1.6, -1.8], [-0.2, -1.0, 1.1], [0.5, 0.6, -0.3], [-1.0, 3.1, -2.7], [-1.3, -1.5, 1.6], [0.0, 1.5, 0.1], [-0.5, -2.3, 0.8], [1.1, 2.0, -1.8], [-3.1, -1.1, 2.6], [3.2, -0.2, -1.5], [1.6, -1.7, 0.4], [-0.8, 0.4, -0.2], [0.2, 0.2, 0.1], [0.5, -0.8, -0.2], [-0.6, 0.1, 0.5], [1.0, -0.3, -0.2], [-1.3, -1.0, 2.2], [-0.2, -0.1, 0.6], [-1.3, 0.5, 2.0], [0.5, 0.3, -1.2], [0.3, 0.1, -1.1], [0.3, -0.1, -0.3], [-1.2, -0.7, 0.4], [0.0, 1.0, -0.1], [1.6, 0.6, 0.2], [-1.6, 0.1, -0.1], [0.0, -1.8, 0.1], [1.1, 0.5, -1.7], [-1.2, 0.3, 2.1], [0.7, 0.6, -0.7], [0.3, -0.1, -0.3], [-0.7, 1.3, -1.2], [-0.3, -1.8, 0.8], [-0.1, 0.7, 0.4], [0.2, 0.2, -1.1], [0.3, 0.2, -0.5], [0.5, -0.5, 0.0], [0.3, 0.6, -0.3], [-0.2, -0.7, -0.7], [0.3, 0.4, 0.7], [-0.2, 0.1, 0.4], [0.3, 0.2, -0.2], [0.7, -0.3, -0.4], [0.0, 0.9, -0.2]],
  "nbo_charge": [1.4244, -0.6910, -0.0718, -0.2157, -0.4746, -0.3106, 0.7853, -0.6631, -0.7131, -0.3352, 0.7909, -0.6806, -0.7351, 0.5091, 0.1803, 0.2203, 0.1945, 0.1597, 0.2055, 0.1879, 0.2295, 0.1851, -0.0710, -0.1496, -0.2953, -0.2072, -0.0102, 0.3132, -0.7368, 0.0927, -0.5586, 0.0217, -0.2923, -0.3280, -0.0327, 0.2144, 0.2089, 0.2022, 0.2007, 0.0251, -0.1076, -0.2281, -0.2807, -0.2242, -0.1014, -0.0282, 0.2126, -0.6463, 0.2017, -0.2417, -0.2210, -0.2682, -0.1794, -0.0645, -0.5390, 0.8720, -0.6720, -0.6472, 0.2184, 0.2025, 0.2107, 0.4464, 0.2090, 0.1883, 0.1969, 0.2154, 0.2486, 0.2481],
  "spin_multiplicity": 5,
  "homo_lumo_gap_ev": [2.963, 5.546],
  "de_lowest_kcal_mol": 75.9,
  "s2": 6.037,
  "total_charge": -2,
  "e_lumo_ev": [3.66, 3.64],
  "mol_weight_g_mol": 826.78
}